{"formula": "C49H51BrN6S2SbTl", "method": "ωB97M-V/def2-TZVPD", "relative_energy_kcal_mol": 49.3, "max_force_ev_per_a": 1.6, "homo_energy_ha": [-0.3206, -0.3419], "spin_multiplicity": 2, "lumo_ev": [-2.4, -3.4], "mol_weight_g_mol": 1194.17, "charge": 1, "energy_ha": -6009.11149, "gap_ev": [6.29, 5.95], "species": ["Tl", "C", "N", "C", "C", "N", "C", "C", "C", "C", "C", "C", "C", "C", "C", "N", "C", "N", "C", "C", "N", "C", "C", "C", "N", "C", "C", "H", "H", "H", "H", "H", "H", "H", "H", "H", "H", "H", "H", "H", "H", "H", "H", "H", "H", "H", "H", "H", "H", "H", "H", "H", "H", "H", "H", "H", "H", "Br", "C", "C", "C", "C", "C", "C", "C", "C", "C", "C", "H", "H", "H", "H", "H", "H", "S", "C", "S", "Sb", "C", "C", "C", "C", "C", "C", "C", "C", "C", "C", "C", "C", "C", "C", "C", "C", "C", "C", "H", "H", "H", "H", "H", "H", "H", "H", "H", "H", "H", "H", "H", "H", "H"], "positions_angstrom": [[-0.167, 0.497, 0.490], [0.537, 6.199, -0.858], [0.828, 5.053, -0.022], [1.150, 5.391, 1.339], [0.395, 3.795, -0.344], [-0.097, 2.957, 0.531], [-0.921, 3.367, 1.581], [-1.882, 4.313, 1.266], [-2.838, 4.741, 2.184], [-2.839, 4.209, 3.439], [-1.877, 3.251, 3.820], [-1.908, 2.774, 5.147], [-0.999, 1.856, 5.582], [-0.027, 1.396, 4.695], [0.060, 1.839, 3.385], [1.018, 1.219, 2.572], [2.213, 0.949, 3.017], [2.924, -0.115, 2.540], [4.325, 0.010, 2.200], [2.293, -1.231, 1.883], [2.872, 1.689, 3.965], [2.540, 3.067, 4.221], [3.657, 1.062, 5.006], [-0.887, 2.794, 2.895], [0.626, 3.411, -1.625], [-0.261, 2.546, -2.363], [1.743, 3.919, -2.384], [-0.059, 6.913, -0.281], [-0.035, 5.906, -1.734], [1.455, 6.700, -1.176], [1.969, 6.112, 1.334], [1.478, 4.491, 1.848], [0.298, 5.825, 1.874], [-1.905, 4.699, 0.257], [-3.567, 5.478, 1.887], [-3.577, 4.509, 4.168], [-2.667, 3.159, 5.811], [-1.019, 1.487, 6.597], [0.678, 0.651, 5.040], [4.863, -0.887, 2.514], [4.766, 0.876, 2.686], [4.435, 0.123, 1.114], [1.230, -1.261, 2.107], [2.752, -2.160, 2.235], [2.426, -1.175, 0.795], [1.996, 3.470, 3.372], [3.465, 3.632, 4.362], [1.922, 3.182, 5.117], [3.620, -0.020, 4.906], [3.241, 1.339, 5.979], [4.698, 1.394, 4.977], [-1.120, 2.294, -1.751], [0.240, 1.627, -2.683], [-0.620, 3.071, -3.255], [2.452, 4.401, -1.716], [1.425, 4.630, -3.152], [2.240, 3.075, -2.872], [-3.165, 1.226, -0.372], [-3.756, -0.485, 0.239], [-4.893, -0.984, -0.334], [-5.454, -2.169, 0.157], [-4.891, -2.789, 1.238], [-3.711, -2.297, 1.835], [-3.145, -2.919, 2.969], [-1.998, -2.443, 3.536], [-1.329, -1.354, 2.948], [-1.850, -0.733, 1.853], [-3.074, -1.133, 1.292], [-5.364, -0.458, -1.149], [-6.351, -2.557, -0.302], [-5.353, -3.669, 1.662], [-3.644, -3.783, 3.383], [-1.567, -2.909, 4.409], [-0.409, -1.013, 3.397], [2.535, 0.348, -2.046], [2.131, 0.631, -0.576], [-0.671, -1.992, -1.098], [-0.101, -3.080, -3.024], [1.285, -2.084, -4.360], [2.626, -2.109, -4.013], [3.563, -1.480, -4.815], [3.162, -0.834, -5.970], [1.818, -0.786, -6.301], [0.872, -1.397, -5.490], [0.943, -4.830, -2.331], [2.047, -5.344, -2.988], [2.778, -6.362, -2.398], [2.400, -6.872, -1.167], [1.276, -6.374, -0.528], [0.552, -5.347, -1.106], [-2.043, -3.437, -3.884], [-3.055, -3.667, -2.966], [-4.367, -3.765, -3.393], [-4.669, -3.612, -4.735], [-3.654, -3.394, -5.650], [-2.333, -3.314, -5.231], [2.940, -2.611, -3.105], [4.605, -1.494, -4.532], [3.895, -0.365, -6.610], [1.499, -0.272, -7.195], [-0.178, -1.327, -5.742], [2.349, -4.958, -3.953], [3.653, -6.752, -2.897], [2.980, -7.657, -0.704], [0.969, -6.774, 0.427], [-0.307, -4.930, -0.595], [-2.821, -3.745, -1.912], [-5.149, -3.949, -2.671], [-5.696, -3.664, -5.068], [-3.888, -3.277, -6.697], [-1.550, -3.160, -5.960]], "atomic_forces_ev_per_a": [[-0.277, -0.372, 0.632], [0.031, 0.132, -0.165], [-0.218, -0.160, 0.014], [0.141, -0.009, 0.270], [0.273, -0.003, 0.317], [0.179, -0.823, -0.274], [-0.569, 0.759, -0.172], [0.287, -0.348, 0.093], [-0.121, 0.024, 0.335], [-0.096, 0.171, -0.172], [0.078, -0.007, -0.075], [0.069, -0.153, 0.194], [-0.196, 0.268, 0.002], [0.002, 0.067, -0.316], [-0.004, -0.343, 0.805], [0.008, -0.102, -0.575], [0.140, 0.114, 0.060], [-0.134, 0.113, -0.026], [0.268, 0.081, 0.049], [-0.140, -0.252, -0.123], [-0.144, -0.111, -0.165], [0.005, 0.207, -0.019], [0.097, -0.063, 0.075], [0.000, 0.084, 0.093], [0.008, 0.080, -0.029], [-0.248, -0.073, -0.064], [0.193, 0.040, -0.092], [-0.033, -0.008, -0.057], [0.026, -0.018, -0.031], [-0.044, 0.009, -0.035], [0.022, 0.020, 0.019], [-0.010, 0.074, 0.059], [0.056, -0.045, 0.010], [-0.018, 0.029, -0.136], [-0.112, 0.053, 0.010], [-0.062, 0.050, 0.062], [-0.095, 0.014, 0.054], [-0.038, -0.016, 0.044], [0.053, -0.076, -0.059], [0.040, 0.032, 0.001], [-0.001, -0.038, -0.052], [0.005, -0.022, 0.068], [0.072, -0.092, 0.044], [-0.054, 0.033, -0.021], [-0.042, -0.133, 0.185], [0.061, 0.044, 0.114], [-0.029, 0.023, -0.036], [-0.015, 0.003, -0.033], [0.062, 0.019, -0.008], [0.004, -0.033, 0.027], [0.019, -0.040, 0.026], [-0.029, -0.064, -0.011], [-0.078, 0.049, 0.040], [0.020, -0.043, -0.005], [0.027, 0.012, -0.062], [0.047, -0.005, -0.021], [-0.021, 0.128, -0.024], [-0.177, -0.145, -0.002], [-0.180, 0.168, -0.365], [0.350, 0.324, -0.019], [0.046, -0.274, 0.274], [-0.156, -0.026, -0.117], [0.139, 0.406, -0.207], [0.148, -0.094, 0.166], [-0.212, -0.129, -0.033], [-0.102, 0.228, -0.186], [1.257, 0.760, -0.590], [-0.263, -0.316, 0.092], [-0.033, 0.075, -0.040], [-0.068, -0.043, 0.014], [-0.037, -0.109, 0.040], [-0.042, -0.083, 0.035], [-0.058, -0.090, 0.098], [0.210, 0.046, -0.007], [-0.134, 0.138, 0.615], [-0.157, 0.114, -0.488], [0.212, -0.093, -0.266], [-0.031, 0.003, 0.266], [-0.713, -0.474, 0.547], [0.088, -0.223, 0.157], [0.115, -0.055, 0.046], [0.001, 0.031, -0.025], [-0.116, 0.076, -0.066], [-0.155, 0.022, -0.114], [-0.356, 0.570, -0.408], [0.061, -0.002, -0.217], [0.149, -0.104, -0.021], [-0.005, 0.006, -0.031], [-0.009, -0.049, 0.056], [-0.230, 0.143, 0.113], [0.809, 0.066, 0.064], [0.021, -0.031, 0.306], [0.026, -0.015, 0.008], [-0.039, -0.023, -0.009], [0.015, 0.035, -0.194], [0.016, -0.035, -0.203], [0.080, -0.048, -0.004], [0.099, -0.033, 0.008], [0.032, 0.050, -0.035], [-0.034, 0.063, -0.077], [-0.011, -0.014, -0.052], [0.039, 0.013, -0.026], [0.055, -0.045, -0.056], [0.043, -0.075, 0.011], [-0.020, -0.033, 0.065], [0.014, 0.028, 0.068], [-0.040, 0.050, 0.064], [-0.085, -0.013, 0.075], [-0.039, -0.016, -0.040], [-0.011, -0.011, -0.087], [0.023, 0.010, -0.052]], "lowdin_spin": [0.13, 0.00, 0.00, 0.00, 0.00, 0.05, 0.00, 0.00, 0.00, 0.00, 0.00, 0.00, 0.00, 0.00, 0.00, 0.00, 0.00, 0.00, 0.00, 0.00, 0.00, 0.00, 0.00, 0.00, 0.00, 0.01, 0.00, 0.00, 0.00, 0.00, 0.00, 0.00, 0.00, 0.00, 0.00, 0.00, 0.00, 0.00, 0.00, 0.00, 0.00, 0.00, 0.00, 0.00, 0.00, 0.00, 0.00, 0.00, 0.00, 0.00, 0.00, 0.00, 0.00, 0.00, 0.00, 0.00, 0.00, 0.00, 0.01, 0.00, 0.00, 0.00, 0.01, -0.01, 0.01, 0.02, 0.22, 0.03, 0.00, 0.00, 0.00, 0.00, 0.00, 0.00, 0.18, 0.25, 0.04, 0.01, 0.00, 0.00, 0.00, 0.00, 0.00, 0.00, 0.00, 0.00, 0.00, 0.00, 0.00, 0.00, 0.00, 0.00, 0.00, 0.00, 0.00, 0.00, 0.00, 0.00, 0.00, 0.00, 0.00, 0.00, 0.00, 0.00, 0.00, 0.00, 0.00, 0.00, 0.00, 0.00, 0.00]}



{"formula": "C49H51FeN4O4STe", "method": "ωB97M-V/def2-TZVPD", "relative_energy_kcal_mol": 37.3, "max_force_ev_per_a": 9.0, "homo_energy_ha": [-0.2632, -0.2632], "spin_multiplicity": 6, "lumo_ev": [-0.9, -0.9], "mol_weight_g_mol": 975.48, "energy_ha": -4347.54210, "gap_ev": [6.31, 6.27], "species": ["Fe", "C", "C", "N", "C", "C", "C", "S", "N", "C", "O", "C", "C", "C", "C", "C", "C", "H", "H", "H", "H", "H", "H", "H", "H", "H", "H", "H", "H", "H", "H", "H", "C", "O", "C", "C", "C", "C", "C", "C", "N", "C", "C", "C", "C", "C", "C", "C", "O", "H", "H", "H", "H", "H", "H", "H", "H", "H", "H", "H", "H", "H", "C", "C", "C", "C", "C", "C", "Te", "N", "C", "O", "C", "C", "C", "C", "C", "C", "C", "C", "C", "C", "C", "C", "C", "C", "C", "C", "H", "H", "H", "H", "H", "H", "H", "H", "H", "H", "H", "H", "H", "H", "H", "H", "H", "H", "H", "H", "H", "H", "H"], "positions_angstrom": [[-0.245, -8.199, 22.015], [-1.653, -8.313, 27.968], [-1.283, -6.882, 27.525], [-1.689, -6.652, 26.113], [-2.893, -5.923, 25.950], [-4.116, -6.858, 25.629], [-0.858, -6.975, 25.030], [-1.600, -6.827, 23.449], [0.389, -7.271, 25.391], [1.315, -7.771, 24.507], [1.253, -8.087, 23.282], [2.619, -7.943, 25.070], [2.853, -7.600, 26.428], [4.057, -7.638, 27.006], [5.204, -7.937, 26.194], [5.073, -8.235, 24.793], [3.745, -8.283, 24.274], [-1.405, -8.399, 28.990], [-1.079, -9.041, 27.395], [-2.766, -8.586, 27.879], [-0.220, -6.703, 27.480], [-1.755, -6.088, 28.163], [-2.774, -5.342, 25.099], [-3.100, -5.258, 26.748], [-3.740, -7.791, 25.222], [-4.766, -6.447, 24.826], [-4.805, -7.184, 26.439], [1.980, -7.343, 26.967], [4.172, -7.294, 28.059], [6.176, -7.885, 26.545], [5.891, -8.456, 24.175], [3.628, -8.360, 23.248], [-1.891, -9.969, 18.424], [-2.426, -10.642, 19.609], [-3.048, -9.958, 20.546], [-3.420, -8.608, 20.521], [-4.070, -8.011, 21.596], [-4.497, -8.791, 22.662], [-4.066, -10.112, 22.718], [-3.341, -10.727, 21.698], [-3.161, -12.128, 21.722], [-2.004, -12.757, 21.481], [-0.684, -12.304, 21.125], [0.184, -13.223, 20.435], [1.471, -12.922, 20.153], [2.097, -11.630, 20.595], [1.260, -10.783, 21.284], [-0.113, -11.087, 21.586], [-0.769, -10.208, 22.222], [-1.197, -10.583, 17.949], [-1.284, -9.023, 18.676], [-2.742, -9.758, 17.752], [-3.142, -8.014, 19.659], [-4.289, -6.949, 21.516], [-5.085, -8.478, 23.463], [-4.449, -10.776, 23.568], [-3.878, -12.685, 22.222], [-2.093, -13.797, 21.356], [-0.043, -14.262, 20.049], [2.028, -13.632, 19.531], [3.062, -11.290, 20.362], [1.552, -9.888, 21.773], [-5.006, -3.062, 25.883], [-4.234, -3.264, 24.668], [-5.001, -3.739, 23.566], [-4.479, -3.909, 22.291], [-5.448, -4.272, 21.235], [-3.093, -3.741, 22.160], [-2.142, -4.441, 20.444], [0.026, -7.916, 20.103], [0.772, -7.954, 19.167], [0.431, -7.783, 17.945], [2.335, -8.117, 19.411], [3.102, -8.682, 18.430], [4.474, -8.715, 18.662], [5.117, -8.055, 19.736], [4.271, -7.581, 20.715], [2.930, -7.608, 20.575], [-2.946, -3.078, 19.063], [-3.846, -2.114, 19.484], [-4.295, -1.170, 18.583], [-3.955, -1.234, 17.222], [-2.970, -2.183, 16.832], [-2.406, -3.037, 17.776], [-1.120, -3.713, 17.497], [-2.259, -3.321, 23.259], [-0.765, -3.128, 23.190], [-2.914, -3.007, 24.485], [-5.432, -4.033, 26.158], [-5.849, -2.356, 25.737], [-4.547, -2.724, 26.818], [-6.062, -3.792, 23.764], [-6.057, -5.102, 21.499], [-4.967, -4.530, 20.279], [-6.128, -3.409, 21.032], [2.795, -9.196, 17.512], [5.022, -9.181, 17.865], [6.200, -8.054, 19.636], [4.613, -6.970, 21.583], [2.260, -7.120, 21.239], [-4.302, -2.212, 20.427], [-5.038, -0.407, 18.928], [-4.404, -0.496, 16.577], [-2.627, -2.230, 15.830], [-0.947, -3.867, 16.453], [-1.017, -4.809, 17.910], [-0.273, -3.134, 17.922], [-0.579, -2.095, 22.901], [-0.355, -3.730, 22.423], [-0.372, -3.254, 24.235], [-2.371, -2.511, 25.315]], "atomic_forces_ev_per_a": [[-0.738, -0.553, -0.275], [-1.250, 0.319, -0.911], [-0.574, 0.026, -0.971], [1.720, -0.334, -0.051], [-2.165, -2.109, -0.968], [-0.710, -0.113, -0.041], [-1.404, 0.860, 1.362], [0.494, -0.041, 0.370], [0.548, -1.182, -1.994], [-1.370, 0.496, 0.286], [-0.835, 0.366, 0.372], [3.454, 0.032, 1.311], [-1.787, -0.764, -1.675], [3.321, 0.290, 0.281], [-2.339, -0.183, -2.113], [-3.257, 0.327, 2.962], [0.629, 1.181, 2.239], [0.351, -0.344, 1.274], [-0.029, 0.035, -0.009], [1.566, 0.724, -0.083], [0.401, -0.297, 0.690], [0.324, -0.804, -0.617], [0.094, 1.146, -1.447], [0.059, 0.442, 1.053], [0.258, -0.056, -0.136], [0.455, 0.085, 0.493], [0.648, 0.623, -0.002], [-0.545, 0.317, 0.635], [0.060, -0.543, -0.933], [1.661, 0.083, 1.082], [1.050, -0.138, -0.629], [-0.369, -0.596, -1.770], [-0.959, 2.532, 1.278], [1.181, -0.081, -1.771], [-0.299, -0.177, 1.258], [0.623, -0.062, -0.093], [-0.486, -0.160, -0.407], [1.481, -1.132, -0.913], [-1.103, -1.456, 0.756], [-1.477, 1.333, 0.106], [1.297, -0.419, 1.035], [0.979, 1.387, -1.334], [-1.261, -0.972, 0.843], [0.487, -1.179, -0.333], [1.701, 1.681, -0.116], [-3.713, -1.118, 0.212], [0.296, -1.694, -0.338], [0.305, 0.400, -0.779], [-0.436, 0.567, 0.428], [0.887, -1.529, -0.542], [-1.380, -1.310, -0.278], [0.466, 0.117, 0.208], [0.005, 0.039, 0.062], [-0.064, -0.145, 0.148], [-0.797, 0.976, 1.013], [0.725, 1.022, -1.121], [0.586, 0.604, -0.763], [-0.427, -1.410, 0.178], [-0.747, 1.416, 0.736], [0.023, 0.401, 0.442], [1.278, -0.086, -0.318], [0.857, 0.747, -0.018], [-1.484, 0.246, 2.033], [-0.960, -0.315, -2.285], [0.762, 0.960, 0.803], [0.122, 0.001, 1.834], [0.007, 0.955, -1.699], [1.182, 0.175, 1.013], [0.462, -0.469, -0.434], [-4.128, 0.046, 7.152], [5.337, 0.506, -7.251], [0.273, -0.417, 0.912], [-2.111, 0.305, 0.437], [1.183, -0.923, 0.009], [0.291, 0.738, -0.097], [-0.689, -1.759, -1.805], [2.015, 1.911, 1.718], [-1.925, -0.506, -1.871], [0.432, 0.469, 0.315], [-0.006, -0.555, -1.280], [-1.255, 0.844, -0.588], [0.976, -0.693, 1.072], [-1.286, 0.955, 1.115], [-0.177, 0.419, 0.210], [1.001, -2.527, 0.877], [-1.889, 0.137, -0.126], [-1.007, 0.880, 1.425], [1.506, 0.441, -0.400], [-0.291, 0.110, 0.004], [0.322, -0.451, -0.105], [0.682, 0.095, -0.460], [-0.254, -0.360, -0.282], [-0.566, -0.737, 0.470], [-0.132, 0.133, 0.307], [0.414, -0.622, 0.117], [-0.624, 0.598, 0.533], [0.706, -0.083, -0.050], [-0.165, 0.355, 0.862], [0.235, -0.769, -0.667], [-0.131, 0.291, 0.821], [-0.158, 0.389, 1.145], [0.773, -0.739, -0.382], [0.150, -0.158, -0.418], [0.312, 0.086, -0.802], [0.135, 0.221, -0.810], [-0.341, 1.990, -0.473], [-0.486, -0.332, -0.203], [0.135, 0.188, -0.022], [0.857, -0.812, -0.246], [0.077, -0.220, -1.223], [-0.031, -0.587, -0.566]], "lowdin_spin": [3.81, 0.00, 0.00, 0.00, 0.00, 0.00, 0.01, 0.06, 0.01, 0.01, 0.08, 0.00, 0.00, 0.00, 0.00, 0.00, 0.00, 0.00, 0.00, 0.00, 0.00, 0.00, 0.00, 0.00, 0.00, 0.00, 0.00, 0.00, 0.00, 0.00, 0.00, 0.00, 0.01, 0.00, 0.00, 0.00, 0.00, 0.00, 0.00, 0.00, 0.00, 0.00, 0.00, 0.00, 0.00, 0.00, 0.01, 0.01, 0.06, 0.00, 0.00, 0.00, 0.00, 0.00, 0.00, 0.00, 0.00, 0.00, 0.00, 0.00, 0.00, 0.00, 0.00, 0.00, 0.00, 0.00, 0.00, 0.00, 0.00, 0.63, 0.11, 0.10, 0.05, 0.01, 0.00, 0.00, 0.00, 0.00, 0.00, 0.00, 0.00, 0.00, 0.00, 0.00, 0.00, 0.00, 0.00, 0.00, 0.00, 0.00, 0.00, 0.00, 0.00, 0.00, 0.00, 0.00, 0.00, 0.00, 0.00, 0.00, 0.00, 0.00, 0.00, 0.00, 0.00, 0.00, 0.00, 0.00, 0.00, 0.00, 0.00]}



Question: Number 1 is which compound?
Answer: C49H51BrN6S2SbTl